1.
# C7H31N14O8

8 unconnected molecules or ions with the total composition C7H31N14O8 (ωB97M-V with the def2-TZVPD basis set, the OMol25 dataset).

Bonds (Å) are listed after each position.
Positions of all 60 atoms, in Å:
1 O 0.892 0.297 0.898  H2 0.960, H3 0.960, H4 0.960
2 H 0.417 0.977 0.414  O1 0.960
3 H 1.369 -0.271 0.289  O1 0.960
4 H 0.393 -0.217 1.537  O1 0.960
5 C 0.004 -4.930 4.137  O6 1.192, N7 1.270, N8 1.310
6 O -0.262 -4.070 3.355  C5 1.192
7 N 1.181 -5.279 4.461  C5 1.270, H9 1.010, H10 1.010
8 N -0.993 -5.681 4.535  C5 1.310, H11 1.010, H12 1.010
9 H 1.034 -6.154 4.943  N7 1.010
10 H 2.025 -4.996 3.985  N7 1.010
11 H -0.903 -6.581 4.982  N8 1.010
12 H -1.970 -5.438 4.452  N8 1.010
13 C -2.979 -2.845 -2.910  O14 1.209, N15 1.350, N16 1.259
14 O -1.962 -2.513 -2.347  C13 1.209
15 N -3.033 -2.773 -4.257  C13 1.350, H17 1.010, H18 1.010
16 N -4.077 -3.279 -2.473  C13 1.259, H19 1.010, H20 1.010
17 H -2.424 -2.003 -4.494  N15 1.010
18 H -3.892 -3.064 -4.701  N15 1.010
19 H -4.088 -3.469 -1.481  N16 1.010
20 H -4.827 -3.638 -3.045  N16 1.010
21 C -0.816 5.688 -1.209  O22 1.201, N23 1.304, N24 1.319
22 O -0.566 4.513 -1.251  C21 1.201
23 N -1.133 6.347 -0.130  C21 1.304, H25 1.010, H26 1.010
24 N -0.909 6.470 -2.267  C21 1.319, H27 1.010, H28 1.010
25 H -1.025 5.835 0.734  N23 1.010
26 H -1.642 7.218 -0.177  N23 1.010
27 H -0.653 6.043 -3.145  N24 1.010
28 H -1.518 7.272 -2.186  N24 1.010
29 C 3.240 1.895 5.984  O30 1.219, N31 1.239, N32 1.250
30 O 2.277 1.165 6.142  C29 1.219
31 N 3.167 3.124 5.837  C29 1.239, H33 1.010, H34 1.010
32 N 4.398 1.427 6.026  C29 1.250, H35 1.010, H36 1.010
33 H 4.017 3.526 5.467  N31 1.010
34 H 2.325 3.667 5.714  N31 1.010
35 H 4.425 0.421 6.119  N32 1.010
36 H 5.220 1.851 5.619  N32 1.010
37 C 5.008 -1.858 -3.112  O38 1.230, N39 1.300, N40 1.306
38 O 4.299 -1.868 -2.108  C37 1.230
39 N 5.223 -2.893 -3.870  C37 1.300, H41 1.010, H42 1.010
40 N 5.637 -0.821 -3.598  C37 1.306, H43 1.010, H44 1.010
41 H 5.822 -2.741 -4.668  N39 1.010
42 H 4.763 -3.781 -3.726  N39 1.010
43 H 6.057 -1.005 -4.498  N40 1.010
44 H 5.660 0.010 -3.024  N40 1.010
45 C -5.314 0.504 3.805  O46 1.210, N47 1.274, N48 1.259
46 O -4.468 0.835 3.005  C45 1.210
47 N -5.444 -0.609 4.412  C45 1.274, H49 1.010, H50 1.010
48 N -6.182 1.294 4.258  C45 1.259, H51 1.010, H52 1.010
49 H -4.651 -1.233 4.383  N47 1.010
50 H -6.282 -0.777 4.949  N47 1.010
51 H -6.183 2.218 3.851  N48 1.010
52 H -6.659 0.870 5.041  N48 1.010
53 C 0.782 1.969 -6.814  O54 1.230, N55 1.279, N56 1.348
54 O 0.813 3.191 -6.957  C53 1.230
55 N 0.431 1.303 -5.781  C53 1.279, H57 1.010, H58 1.010
56 N 0.925 1.124 -7.855  C53 1.348, H59 1.010, H60 1.010
57 H 0.834 0.379 -5.833  N55 1.010
58 H 0.155 1.742 -4.914  N55 1.010
59 H 0.813 0.125 -7.761  N56 1.010
60 H 1.251 1.486 -8.740  N56 1.010

As for the charge: +1. The total energy comes out at -1653.6014 Eh. As for the highest occupied orbital energy: -0.4125 Eh. The value obtained for the frontier orbital gap is 7.55 eV. For the molar mass, the calculation gives 439.4 Da.

Here are the Mulliken charges for atoms 1 to 6, given in e: -0.373, 0.453, 0.450, 0.463, 0.602, -0.662

2.
# C8H33N5O9

8 unconnected molecules or ions with the total composition C8H33N5O9 (ωB97M-V with the def2-TZVPD basis set, the OMol25 dataset).

Bonds (Å) are listed after each position.
Positions of all 55 atoms, in Å:
1 C -4.280 0.273 0.420  O2 1.206, N3 1.316, N4 1.271
2 O -4.294 1.297 -0.218  C1 1.206
3 N -5.331 -0.437 0.769  C1 1.316, H5 1.010, H6 1.010
4 N -3.187 -0.253 0.798  C1 1.271, H7 1.010, H8 1.010
5 H -6.206 0.020 0.554  N3 1.010
6 H -5.320 -1.165 1.468  N3 1.010
7 H -2.311 0.195 0.569  N4 1.010
8 H -3.191 -1.076 1.384  N4 1.010
9 C 3.063 1.707 1.382  O10 1.238, N11 1.268, N12 1.302
10 O 3.354 1.616 0.182  C9 1.238
11 N 3.820 1.716 2.398  C9 1.268, H13 1.010, H14 1.010
12 N 1.854 1.906 1.824  C9 1.302, H15 1.010, H16 1.010
13 H 3.442 1.843 3.326  N11 1.010
14 H 4.798 1.473 2.331  N11 1.010
15 H 1.050 1.914 1.213  N12 1.010
16 H 1.863 2.100 2.815  N12 1.010
17 C 4.483 -1.548 0.453  O18 1.469, H26 1.090, H27 1.090, H28 1.090
18 O 4.181 -2.667 -0.450  C17 1.469, C19 1.453
19 C 3.556 -2.303 -1.710  O18 1.453, C20 1.511, H29 1.090, H30 1.090
20 C 2.239 -1.586 -1.525  C19 1.511, N21 1.442, H31 1.090, H32 1.090
21 N 1.168 -2.428 -1.053  C20 1.442, C22 1.490, H33 1.010
22 C -0.059 -1.666 -0.687  N21 1.490, C23 1.576, H34 1.090, H35 1.090
23 C -1.311 -2.619 -0.610  C22 1.576, O24 1.428, H36 1.090, H37 1.090
24 O -1.284 -3.306 0.642  C23 1.428, C25 1.421
25 C -2.541 -3.911 0.912  O24 1.421, H38 1.090, H39 1.090, H40 1.090
26 H 3.561 -1.249 0.953  C17 1.090
27 H 4.958 -0.753 -0.122  C17 1.090
28 H 5.196 -1.828 1.229  C17 1.090
29 H 3.403 -3.176 -2.344  C19 1.090
30 H 4.259 -1.615 -2.180  C19 1.090
31 H 1.865 -1.062 -2.405  C20 1.090
32 H 2.368 -0.725 -0.869  C20 1.090
33 H 1.391 -3.051 -0.290  N21 1.010
34 H -0.219 -1.132 -1.624  C22 1.090
35 H 0.165 -1.012 0.156  C22 1.090
36 H -1.351 -3.350 -1.418  C23 1.090
37 H -2.228 -2.031 -0.635  C23 1.090
38 H -3.280 -3.141 1.133  C25 1.090
39 H -2.471 -4.516 1.816  C25 1.090
40 H -2.935 -4.495 0.080  C25 1.090
41 O 2.390 1.438 -2.300  H42 0.957, H43 0.957
42 H 1.637 2.028 -2.261  O41 0.957
43 H 2.715 1.404 -1.400  O41 0.957
44 O -0.863 1.429 0.399  H45 0.957, H46 0.957
45 H -0.674 1.818 -0.455  O44 0.957
46 H -1.499 2.023 0.798  O44 0.957
47 O -0.251 3.113 -1.851  H48 0.957, H49 0.957
48 H 0.196 3.888 -2.191  O47 0.957
49 H -1.163 3.385 -1.752  O47 0.957
50 O -2.892 3.398 -1.090  H51 0.957, H52 0.957
51 H -3.473 3.977 -1.584  O50 0.957
52 H -3.427 2.627 -0.900  O50 0.957
53 O -2.491 3.646 1.596  H54 0.957, H55 0.957
54 H -2.648 3.564 0.656  O53 0.957
55 H -1.797 4.302 1.667  O53 0.957

The total energy comes out at -1275.5516 Eh. The SMILES is COCCNCCOC.NC(N)=O.NC(N)=O.O.O.O.O.O. As for the highest occupied orbital energy: -0.2903 Eh. The value obtained for the frontier orbital gap is 8.19 eV. For the molar mass, the calculation gives 343.4 Da.

Here are the Mulliken charges for atoms 1 to 6, given in e: 0.672, -0.788, -0.436, -0.077, 0.259, 0.167